Entry from the OMol25 dataset: a molecular structure, C28H31N4PdSe (ωB97M-V/def2-TZVPD).

Last column: natural (NBO) charge in e.
CARTESIAN COORDINATES (ANGSTROEM)
Pd  0.370  -0.304  0.548  0.905
C  -2.879  2.054  0.777  -0.392
C  -1.444  2.564  0.769  -0.418
C  -0.654  2.232  2.019  -0.247
N  -0.201  0.847  2.138  -0.517
C  0.304  0.481  3.289  0.329
C  0.435  1.386  4.391  -0.367
C  0.578  1.157  5.740  -0.139
C  0.683  -0.039  6.441  -0.350
C  0.868  -1.276  5.846  -0.140
C  1.034  -1.620  4.519  -0.358
C  0.943  -0.866  3.316  0.226
N  1.312  -1.292  2.129  -0.545
C  2.218  -2.417  2.011  -0.219
C  2.259  -3.043  0.620  -0.406
C  2.418  -2.031  -0.514  -0.252
N  1.133  -1.461  -0.853  -0.490
C  0.421  -1.829  -1.888  0.326
C  0.767  -2.940  -2.702  -0.378
C  0.270  -3.368  -3.920  -0.137
C  -0.713  -2.828  -4.731  -0.353
C  -1.481  -1.708  -4.417  -0.126
C  -1.540  -0.948  -3.273  -0.349
C  -0.823  -1.036  -2.040  0.218
N  -1.169  -0.371  -0.968  -0.533
C  -2.475  0.270  -0.975  -0.246
C  -2.995  0.574  0.432  -0.401
H  -3.466  2.621  0.046  0.191
H  -3.332  2.249  1.756  0.190
H  -1.455  3.657  0.699  0.205
H  -0.899  2.217  -0.112  0.242
H  -1.269  2.481  2.894  0.179
H  0.234  2.872  2.035  0.220
H  0.385  2.429  4.119  0.214
H  0.588  2.060  6.346  0.196
H  0.674  0.005  7.523  0.197
H  0.947  -2.116  6.532  0.194
H  1.266  -2.666  4.369  0.199
H  1.979  -3.218  2.716  0.180
H  3.225  -2.064  2.272  0.187
H  1.345  -3.619  0.447  0.205
H  3.093  -3.751  0.609  0.202
H  2.887  -2.492  -1.384  0.194
H  3.058  -1.200  -0.204  0.235
H  1.548  -3.566  -2.294  0.200
H  0.748  -4.265  -4.303  0.195
H  -0.894  -3.307  -5.685  0.197
H  -2.158  -1.378  -5.201  0.195
H  -2.217  -0.108  -3.333  0.215
H  -3.183  -0.392  -1.484  0.191
H  -2.438  1.198  -1.564  0.193
H  -2.441  -0.036  1.148  0.225
H  -4.045  0.272  0.499  0.194
Se  2.132  1.887  -0.339  -0.489
C  1.209  2.260  -1.959  -0.154
C  0.427  3.413  -2.115  -0.274
C  -0.283  3.656  -3.281  -0.223
C  -0.238  2.754  -4.338  -0.296
C  0.541  1.610  -4.207  -0.150
C  1.252  1.371  -3.041  -0.291
H  0.383  4.119  -1.294  0.210
H  -0.881  4.557  -3.365  0.194
H  -0.798  2.940  -5.247  0.194
H  0.586  0.887  -5.013  0.193
H  1.851  0.472  -2.950  0.212

As for the LUMO energy: 2.878 eV. As for the net charge: -1. The total energy comes out at -104325.981 eV.